# 1
Here is a 7-piece molecular cluster, C39H37N7O13 overall from the OMol25 dataset. Energies are from ωB97M-V/def2-TZVPD.

Its HOMO energy is -9.4681 eV. Its SMILES is O=[N+]([O-])c1ccccc1.O=[N+]([O-])c1ccccc1.O=[N+]([O-])c1ccccc1.O=[N+]([O-])c1ccccc1.O=[N+]([O-])c1ccccc1.O=[N+]([O-])c1ccccc1.CN(C)C=O.

The geometry in ORCA input format:
```
! wB97M-V def2-TZVPD RIJCOSX def2/J DEFGRID3
* xyz 0 1
O 2.60445 3.80122 -7.55683
N 2.41733 4.49652 -6.46631
O 3.30893 5.24009 -6.10598
C 1.27024 4.18433 -5.60890
C 1.35202 4.56272 -4.11578
C 0.29115 4.01752 -3.16102
C -0.64477 3.05568 -3.75901
C -0.70910 2.64370 -5.12815
C 0.30031 3.11438 -6.09919
H 2.11662 5.18176 -3.80280
H 0.29108 4.25612 -2.05467
H -1.42900 2.74976 -3.08367
H -1.59634 2.11494 -5.54356
H 0.35507 2.90917 -7.20280
O 2.57867 6.45776 4.89030
N 3.08055 5.35773 4.62881
O 4.20553 4.96353 4.99097
C 2.26008 4.51267 3.62335
C 2.68041 3.04152 3.19840
C 1.81158 2.24776 2.23374
C 0.59235 2.81259 1.65137
C 0.16784 4.22171 1.96428
C 0.95566 5.10239 2.95431
H 3.51575 2.54439 3.62724
H 1.90587 1.21672 2.30799
H -0.21364 2.19638 1.12150
H -0.77418 4.41776 1.55581
H 0.52883 6.05926 3.04097
O -4.91772 5.23461 8.12582
N -4.80254 3.98503 7.63558
O -5.20911 3.03755 8.25645
C -4.32352 3.79767 6.35778
C -3.94487 4.85358 5.34245
C -3.47429 4.60380 3.92790
C -3.57713 3.07958 3.38165
C -4.08713 2.08898 4.27733
C -4.41939 2.41805 5.80626
H -4.41179 5.79165 5.61339
H -3.29181 5.15839 3.21027
H -3.42016 2.90422 2.34021
H -4.28824 1.20912 3.82328
H -4.69567 1.61797 6.37917
O -2.35366 0.95688 1.13939
N -2.56312 -0.30488 1.25562
O -3.05904 -0.89102 2.15177
C -2.01464 -1.15265 0.13602
C -2.03113 -2.70857 0.23124
C -1.55882 -3.50376 -0.95101
C -0.98063 -2.69857 -2.06932
C -1.10843 -1.29422 -2.22083
C -1.62386 -0.47885 -1.10044
H -2.58274 -3.29784 1.24928
H -1.38495 -4.46411 -0.93124
H -0.35803 -3.08834 -2.82365
H -0.85581 -1.08646 -3.30085
H -1.84161 0.60737 -1.36662
O 0.44087 -3.84178 -5.32651
N 0.88148 -2.73764 -5.83440
O 0.67790 -2.43980 -7.02243
C 1.64689 -1.81535 -4.98918
C 2.42217 -2.22099 -3.86748
C 3.43538 -1.37385 -3.16839
C 3.41860 0.11404 -3.55412
C 2.54876 0.62731 -4.68621
C 1.63734 -0.32595 -5.34741
H 2.27839 -3.25633 -3.49497
H 4.11051 -1.71441 -2.47412
H 4.10551 0.67676 -3.24115
H 2.64351 1.51498 -5.07766
H 0.95291 0.03473 -6.31550
O 3.08776 -1.77580 6.44825
N 2.63027 -1.12437 5.42818
O 3.16440 -0.17575 5.00989
C 1.93028 -2.05045 4.55499
C 2.03632 -1.82523 2.99742
C 1.34613 -2.73140 1.99401
C 0.62042 -3.99692 2.62917
C 0.49023 -4.18582 3.97769
C 1.15677 -3.25465 4.96098
H 2.63968 -1.08285 2.58672
H 1.62377 -2.38287 0.93534
H -0.01995 -4.53513 1.98946
H -0.28575 -4.77547 4.34951
H 0.91507 -3.38706 6.03057
C -1.23991 -6.62471 -3.29515
N -0.26349 -6.66663 -2.14580
C 1.04193 -6.00198 -2.26826
C -0.55128 -7.55675 -1.13332
O 0.18321 -7.56021 -0.08258
H -1.09419 -5.69265 -3.67457
H -2.43670 -6.88049 -3.00148
H -0.99685 -7.48873 -3.84744
H 1.77204 -6.46368 -1.73318
H 0.97495 -4.98846 -1.85608
H 1.40471 -5.76658 -3.17638
H -1.37351 -8.12231 -1.25566
*
```

***

# 2
Here is one molecule with the formula ClH3N3P3 from the OMol25 dataset. Energies are from ωB97M-V/def2-TZVPD.

Its HOMO energy (alpha / beta) is -8.1899 / -8.1886 eV.

The geometry in ORCA input format:
```
! wB97M-V def2-TZVPD RIJCOSX def2/J DEFGRID3
* xyz 0 1
N 0.73481 -1.41471 0.88869
N -0.84760 -0.81415 -1.07445
N -0.12497 1.58323 0.24344
P -0.46210 -1.98863 0.00522
P -0.97617 1.01095 -0.97480
P 1.75206 -0.19321 0.77533
Cl 2.10531 0.17069 2.70206
H -1.57372 -1.11303 -1.71594
H -0.60163 1.62068 1.13748
H -0.00600 1.13817 -1.98704
*
```

***

# 3
Here is a 2-piece molecular cluster, C9H21NP overall from the OMol25 dataset. Energies are from ωB97M-V/def2-TZVPD.

Its HOMO energy (alpha / beta) is -12.4955 / -13.5194 eV.

The geometry in ORCA input format:
```
! wB97M-V def2-TZVPD RIJCOSX def2/J DEFGRID3
* xyz 1 1
C 1.31106 -1.26692 -0.16754
C 2.49345 -2.13857 -0.52827
C -0.76842 -1.23711 1.17036
C 0.12200 -3.55809 0.38984
C -0.81316 -1.86595 -1.30362
C -0.43764 2.87242 1.94787
C -1.84271 2.79862 -0.57774
C 0.84661 3.25163 -0.90567
C -0.02037 -2.04275 0.08345
N 1.55157 -0.05213 -0.06507
P -0.26971 2.38599 0.18791
H 2.70453 -2.99720 0.02162
H 2.19184 -2.54393 -1.42965
H 3.30806 -1.34782 -0.62847
H -1.77894 -1.58327 1.09993
H -0.74774 -0.09361 0.95602
H -0.54124 -1.35961 2.19053
H 0.55130 -4.00535 -0.52607
H 0.65613 -3.68398 1.40277
H -0.84316 -3.96512 0.55085
H -0.28546 -2.08461 -2.22527
H -1.06501 -0.74585 -1.23116
H -1.78221 -2.38826 -1.47703
H -1.43958 2.84604 2.31823
H -0.13630 3.93340 2.09639
H 0.20269 2.20789 2.53872
H -2.71757 2.48518 0.00160
H -1.92731 2.15853 -1.38762
H -1.81202 3.80188 -0.72322
H 1.77287 3.57759 -0.58788
H 0.34654 4.11490 -1.47666
H 1.16990 2.52605 -1.71514
*
```